C26H56N8P2S4Tl as an isolated structure, computed with ωB97M-V with the def2-TZVPD basis set.

Calculated values
HOMO level = -15.10 eV
charge = +3
energy above the lowest of the compared OMol25 structures with the same formula, charge and spin = 2.0 kcal/mol
gap between HOMO and LUMO = 8.643 eV

Geometry (Å):
Tl1 0.496 -0.574 0.522
C1 0.556 -4.015 2.761
C2 2.045 -3.707 2.718
S1 2.613 -2.733 1.296
C3 2.767 -3.959 -0.037
C4 1.492 -4.554 -0.624
S2 0.318 -3.299 -1.237
C5 -1.239 -4.152 -0.850
C6 -2.448 -3.240 -0.987
S3 -2.498 -1.793 0.119
C7 -3.077 -2.464 1.701
C8 -2.101 -3.323 2.495
S4 -0.490 -2.526 2.802
H1 0.339 -4.595 3.657
H2 0.257 -4.594 1.892
H3 2.605 -4.643 2.725
H4 2.354 -3.131 3.592
H5 3.403 -4.764 0.334
H6 3.323 -3.426 -0.807
H7 0.966 -5.168 0.104
H8 1.764 -5.197 -1.459
H9 -1.155 -4.540 0.162
H10 -1.352 -4.991 -1.537
H11 -3.359 -3.810 -0.808
H12 -2.506 -2.822 -1.993
H13 -3.983 -3.038 1.503
H14 -3.361 -1.578 2.270
H15 -1.917 -4.273 2.006
H16 -2.549 -3.527 3.467
C9 -2.210 0.872 5.998
C10 -1.197 1.989 5.749
N1 -0.906 2.226 4.320
C11 -1.633 3.301 3.653
C12 -3.004 2.886 3.106
C13 -0.145 1.372 3.606
C14 0.740 0.430 4.383
N2 -0.058 1.342 2.299
H17 -2.326 0.709 7.071
H18 -1.889 -0.068 5.544
H19 -3.189 1.129 5.590
H20 -0.269 1.780 6.276
H21 -1.587 2.919 6.152
H22 -1.005 3.698 2.854
H23 -1.759 4.106 4.372
H24 -2.933 1.946 2.552
H25 -3.400 3.668 2.451
H26 -3.721 2.744 3.915
H27 1.388 0.996 5.055
H28 1.362 -0.119 3.683
H29 0.173 -0.281 4.983
H30 -0.624 2.058 1.854
C15 6.076 0.886 -2.595
N3 5.008 1.600 -1.735
C16 4.103 2.408 -2.673
N4 3.550 1.576 -3.688
C17 4.616 0.926 -4.461
N5 5.454 0.100 -3.597
C18 4.756 -1.076 -3.074
P1 3.291 -0.643 -1.989
C19 4.211 0.607 -0.938
C20 2.571 0.611 -3.173
H31 6.680 0.281 -1.923
H32 6.688 1.671 -3.037
H33 5.482 2.242 -1.098
H34 4.720 3.192 -3.108
H35 3.320 2.851 -2.060
H36 5.232 1.691 -4.932
H37 4.175 0.310 -5.241
H38 5.456 -1.692 -2.507
H39 4.401 -1.682 -3.907
H40 4.891 0.072 -0.274
H41 3.498 1.146 -0.314
H42 1.766 1.149 -2.671
H43 2.136 0.067 -4.014
C21 -3.894 3.351 -2.545
N6 -3.942 2.159 -1.571
C22 -4.091 0.864 -2.392
N7 -3.057 0.769 -3.364
C23 -3.066 1.931 -4.255
N8 -2.861 3.167 -3.501
C24 -1.513 3.279 -2.940
P2 -1.119 1.923 -1.704
C25 -2.704 2.102 -0.722
C26 -1.732 0.522 -2.788
H44 -3.734 4.248 -1.951
H45 -4.868 3.398 -3.028
H46 -4.759 2.264 -0.970
H47 -5.069 0.906 -2.869
H48 -4.053 0.033 -1.690
H49 -4.025 1.981 -4.771
H50 -2.279 1.824 -4.999
H51 -1.395 4.248 -2.456
H52 -0.787 3.233 -3.752
H53 -2.654 3.006 -0.117
H54 -2.786 1.244 -0.053
H55 -1.747 -0.399 -2.204
H56 -1.020 0.385 -3.604

Quick look at the Mulliken charges, all values in e: atom 1 (Tl): 0.4118, atom 2 (C): -0.4208, atom 3 (C): -1.1490, atom 4 (S): 0.1479, atom 5 (C): -0.4733, atom 6 (C): -0.9689, atom 7 (S): 0.1873, atom 8 (C): -0.2685, atom 9 (C): -1.2159, atom 10 (S): 0.2738, atom 11 (C): -1.1961, atom 12 (C): -1.0745, atom 13 (S): 0.2926, atom 14 (H): 0.5458, atom 15 (H): -0.1308, atom 16 (H): 0.5086, atom 17 (H): 0.4397, atom 18 (H): 0.5275, atom 19 (H): 0.0419, atom 20 (H): 0.4713, atom 21 (H): 0.5471, atom 22 (H): -0.2554, atom 23 (H): 0.5499, atom 24 (H): 0.6174, atom 25 (H): 0.3990, atom 26 (H): 0.5826, atom 27 (H): 0.3826, atom 28 (H): 0.4577, atom 29 (H): 0.5891, atom 30 (C): -0.8086, atom 31 (C): -0.7437, atom 32 (N): 0.1744, atom 33 (C): -1.1070, atom 34 (C): -0.5169, atom 35 (C): 1.2470, atom 36 (C): -1.5189, atom 37 (N): -0.4636, atom 38 (H): 0.3905, atom 39 (H): 0.1235, atom 40 (H): 0.2642, atom 41 (H): 0.4015, atom 42 (H): 0.3921, atom 43 (H): 0.5182, atom 44 (H): 0.3740, atom 45 (H): -0.0342, atom 46 (H): 0.3473, atom 47 (H): 0.3671, atom 48 (H): 0.5415, atom 49 (H): 0.1303, atom 50 (H): 0.3028, atom 51 (H): -0.1549, atom 52 (C): -0.7312, atom 53 (N): 0.0773, atom 54 (C): -0.8373, atom 55 (N): 0.1785, atom 56 (C): -0.9013, atom 57 (N): 0.1871, atom 58 (C): -1.0829, atom 59 (P): 0.7151, atom 60 (C): -1.1429, atom 61 (C): -0.7593, atom 62 (H): 0.3865, atom 63 (H): 0.3540, atom 64 (H): 0.3522, atom 65 (H): 0.3753, atom 66 (H): 0.3699, atom 67 (H): 0.3193, atom 68 (H): 0.3674, atom 69 (H): 0.4470, atom 70 (H): 0.4452, atom 71 (H): 0.4553, atom 72 (H): 0.6040, atom 73 (H): 0.0893, atom 74 (H): 0.5943, atom 75 (C): -0.7860, atom 76 (N): 0.0506, atom 77 (C): -0.7745, atom 78 (N): 0.2265, atom 79 (C): -0.9243, atom 80 (N): 0.2056, atom 81 (C): -1.0409, atom 82 (P): 0.4927, atom 83 (C): -0.5728, atom 84 (C): -0.0069, atom 85 (H): 0.3654, atom 86 (H): 0.3685, atom 87 (H): 0.3783, atom 88 (H): 0.4261, atom 89 (H): 0.2926, atom 90 (H): 0.3228, atom 91 (H): 0.3651, atom 92 (H): 0.4715, atom 93 (H): 0.4099, atom 94 (H): 0.5313, atom 95 (H): 0.0532, atom 96 (H): -0.4517, atom 97 (H): 0.6871